A gas-phase ion, C3H6IN2 (charge +1) in a non-equilibrium geometry, computed with ωB97M-V/def2-TZVPD.

XYZ file:
```
12
C3H6IN2 ωB97M-V/def2-TZVPD
C 1.50 1.33 -0.05
C -0.67 0.40 0.16
C 2.23 0.18 0.24
N 0.20 1.45 0.07
N -0.31 -1.07 -0.10
I 4.23 -0.08 -0.03
H 1.99 2.14 -0.49
H -1.20 0.31 1.09
H -1.50 0.66 -0.51
H 1.85 -0.45 1.09
H -1.23 -1.69 -0.16
H 0.48 -1.32 -0.72
```

Summary:
- Gap between HOMO and LUMO (spin up / spin down): 5.85 / 5.83 eV
- Net charge: +1
- Highest occupied orbital energy (spin up / spin down): -13.600 / -13.585 eV
- E: -14277.8086 eV

Atomic partial charges in e from the Löwdin method, atoms 1 to 5: -0.21, -0.27, -0.55, 0.15, 0.00

A molecular structure, C3H6IN3 in a non-equilibrium geometry, computed with ωB97M-V/def2-TZVPD.

XYZ file:
```
13
C3H6IN3 ωB97M-V/def2-TZVPD
C -2.38 1.73 0.10
C -1.77 0.54 -0.12
C -0.37 0.31 0.19
N 0.19 -0.74 -0.11
N 2.38 -2.04 -0.15
N 2.11 -1.02 0.61
I 3.16 0.65 -0.05
H -3.40 1.95 -0.21
H -1.95 2.50 0.51
H -2.20 -0.29 -0.68
H 0.10 1.32 0.76
H 2.18 -2.05 -1.12
H 1.95 -2.85 0.28
```

Summary:
- Gap between HOMO and LUMO (spin up / spin down): 7.37 / 7.84 eV
- Net charge: 0
- ⟨S²⟩: 2.022
- Multiplicity: 3
- Highest occupied orbital energy (spin up / spin down): -7.120 / -9.199 eV
- E: -15772.3732 eV

Atomic partial charges in e from the Löwdin method, atoms 1 to 5: 0.05, -0.16, -0.34, 0.12, -0.16

2 unconnected molecules or ions with the total composition C3H6INO in a non-equilibrium geometry, computed with ωB97M-V/def2-TZVPD.

XYZ file:
```
12
C3H6INO ωB97M-V/def2-TZVPD
C 0.14 2.44 0.17
C 1.79 0.90 -0.06
C -1.49 -0.99 0.88
N -0.98 2.73 0.20
O 1.33 2.21 -0.09
I -2.99 0.11 -0.12
H 1.79 0.53 -1.13
H 1.06 0.30 0.45
H 2.79 0.93 0.43
H -2.01 -1.23 1.85
H -1.28 -1.99 0.63
H -2.20 1.51 0.09
```

Summary:
- Gap between HOMO and LUMO (spin up / spin down): 5.26 / 8.48 eV
- Net charge: 0
- ⟨S²⟩: 2.009
- Multiplicity: 3
- Highest occupied orbital energy (spin up / spin down): -4.751 / -9.558 eV
- E: -14838.1164 eV

Atomic partial charges in e from the Löwdin method, atoms 1 to 5: -0.35, -0.03, -0.54, 0.13, 0.00

A molecular structure, C3H6INOS in a non-equilibrium geometry, computed with ωB97M-V/def2-TZVPD.

XYZ file:
```
13
C3H6INOS ωB97M-V/def2-TZVPD
C 1.23 0.15 -0.09
C 0.44 0.26 1.23
C 0.16 0.26 -1.16
N -0.55 -0.85 1.28
O -1.72 -2.02 -0.61
S -1.23 -0.77 -0.11
I -3.22 0.84 0.02
H 1.95 1.02 -0.27
H 1.63 -0.88 -0.04
H 1.14 -0.14 2.00
H 0.10 1.21 1.40
H -0.25 1.14 -1.50
H 0.33 -0.23 -2.15
```

Summary:
- Gap between HOMO and LUMO: 8.12 eV
- Net charge: 0
- Highest occupied orbital energy: -9.352 eV
- E: -25678.9924 eV

Atomic partial charges in e from the Löwdin method, atoms 1 to 5: -0.24, -0.32, -0.18, -0.25, -0.41

A molecular structure, C3H6KO5 in a non-equilibrium geometry, computed with ωB97M-V/def2-TZVPD.

XYZ file:
```
15
C3H6KO5 ωB97M-V/def2-TZVPD
C -1.93 0.64 0.31
C -1.03 -0.43 -0.27
O -1.88 1.87 -0.39
H -1.67 0.78 1.37
H -2.97 0.30 0.29
H -0.48 -0.01 -1.13
H -0.69 -1.05 0.58
H -2.61 2.43 -0.11
O 1.52 0.34 0.52
C 2.76 0.00 0.35
O 3.63 0.81 0.74
O 3.03 -1.14 -0.10
K 5.72 -0.91 0.34
O -1.98 -1.50 -1.03
H -1.40 -2.13 -1.47
```

Summary:
- Gap between HOMO and LUMO (spin up / spin down): 8.48 / 8.22 eV
- Net charge: 0
- ⟨S²⟩: 0.757
- Multiplicity: 2
- Highest occupied orbital energy (spin up / spin down): -9.474 / -9.389 eV
- E: -29768.9683 eV

Atomic partial charges in e from the Löwdin method, atoms 1 to 5: -0.28, -0.12, -0.07, 0.12, 0.12

A molecular structure, C3H6LiO5Zn in a non-equilibrium geometry, computed with ωB97M-V/def2-TZVPD.

XYZ file:
```
16
C3H6LiO5Zn ωB97M-V/def2-TZVPD
H -0.15 2.62 0.20
C 0.00 1.98 -0.69
C 0.36 0.59 -0.19
O -0.75 0.00 0.46
Li 2.50 2.33 -2.22
O 0.94 2.46 -1.57
H -1.00 1.93 -1.18
H 1.24 0.62 0.48
H 0.72 0.00 -1.05
C -0.58 -1.33 0.95
O 0.48 -1.58 1.69
O -1.81 -1.69 1.50
H -1.91 -1.20 2.32
Zn 1.39 -2.71 0.47
O -0.42 -2.17 -0.22
H -1.01 -1.84 -0.94
```

Summary:
- Gap between HOMO and LUMO (spin up / spin down): 6.86 / 7.29 eV
- Net charge: 0
- ⟨S²⟩: 0.751
- Multiplicity: 2
- Highest occupied orbital energy (spin up / spin down): -7.727 / -8.264 eV
- E: -62067.4924 eV

Atomic partial charges in e from the Löwdin method, atoms 1 to 5: 0.11, -0.42, -0.23, -0.04, 0.76

A molecular structure, C3H6MnO in a non-equilibrium geometry, computed with ωB97M-V/def2-TZVPD.

XYZ file:
```
11
C3H6MnO ωB97M-V/def2-TZVPD
C -0.29 1.43 0.78
C 0.59 0.40 0.11
O -0.36 -0.41 -0.71
C -0.16 -1.76 -0.77
Mn -1.74 1.04 -0.65
H -0.53 0.96 1.82
H 1.04 -0.26 0.86
H 1.44 0.65 -0.53
H -0.94 -2.32 -1.29
H 0.79 -2.15 -0.40
H 0.17 2.42 0.79
```

Summary:
- Gap between HOMO and LUMO (spin up / spin down): 6.44 / 8.64 eV
- Net charge: +1
- ⟨S²⟩: 12.017
- Multiplicity: 7
- Highest occupied orbital energy (spin up / spin down): -12.175 / -14.555 eV
- E: -36564.6158 eV

Atomic partial charges in e from the Löwdin method, atoms 1 to 5: -0.22, -0.28, -0.36, 0.03, 1.25

2 unconnected molecules or ions with the total composition C3H6N in a non-equilibrium geometry, computed with ωB97M-V/def2-TZVPD.

XYZ file:
```
10
C3H6N ωB97M-V/def2-TZVPD
C 1.63 0.19 -0.83
C 2.58 0.71 -1.41
C -0.70 -0.97 0.01
N -1.25 0.16 0.79
H -0.53 -1.88 0.57
H -0.78 -0.82 -1.12
H 3.44 1.35 -1.22
H -1.93 -0.14 1.44
H -1.83 0.71 0.28
H -0.64 0.69 1.49
```

Summary:
- Gap between HOMO and LUMO (spin up / spin down): 9.09 / 7.52 eV
- Net charge: +1
- Highest occupied orbital energy (spin up / spin down): -14.772 / -14.149 eV
- E: -4683.2376 eV

Atomic partial charges in e from the Löwdin method, atoms 1 to 5: 0.04, -0.01, 0.10, 0.16, 0.09

2 unconnected molecules or ions with the total composition C3H6N in a non-equilibrium geometry, computed with ωB97M-V/def2-TZVPD.

XYZ file:
```
10
C3H6N ωB97M-V/def2-TZVPD
C 0.47 1.65 -0.25
C -0.79 1.38 -0.30
C 0.07 -1.63 0.88
N 0.12 0.23 -0.59
H 1.49 2.18 -0.23
H -1.78 1.58 -0.55
H -0.42 -2.26 0.18
H 1.03 -2.09 0.93
H -0.33 -0.92 1.54
H 0.14 -0.11 -1.61
```

Summary:
- Gap between HOMO and LUMO (spin up / spin down): 8.39 / 8.38 eV
- Net charge: +1
- Highest occupied orbital energy (spin up / spin down): -14.549 / -14.548 eV
- E: -4685.1368 eV

Atomic partial charges in e from the Löwdin method, atoms 1 to 5: 0.05, 0.04, 0.35, 0.00, 0.16

C3H6N2 in the gas phase in a non-equilibrium geometry, computed with ωB97M-V/def2-TZVPD.

XYZ file:
```
11
C3H6N2 ωB97M-V/def2-TZVPD
C 1.36 -0.50 -0.18
N 0.43 0.17 0.70
C -0.71 0.80 0.06
C -1.86 -0.10 -0.21
N -2.78 -0.79 -0.35
H 0.95 -1.35 -0.75
H 2.21 -0.86 0.41
H 1.75 0.23 -0.90
H 0.11 -0.44 1.45
H -1.07 1.63 0.67
H -0.39 1.23 -0.90
```

Summary:
- Gap between HOMO and LUMO: 10.57 eV
- SMILES: CNCC#N
- Net charge: 0
- Highest occupied orbital energy: -9.664 eV
- E: -6187.7041 eV

Atomic partial charges in e from the Löwdin method, atoms 1 to 5: -0.14, -0.14, -0.24, -0.21, 0.13